The following is a DFT calculation (the ωB97M-V functional and the def2-TZVPD basis) of the molecule C7H6Cl2OS.

```
17
C7H6Cl2OS the ωB97M-V functional and the def2-TZVPD basis
C 0.89073 1.11221 0.39638
C 1.32619 -0.01778 -0.33090
C -0.26584 1.12134 1.08571
C 0.50791 -1.02351 -0.47384
C -1.18589 -0.77482 2.52463
C -1.18514 -0.13198 1.14405
C -0.94668 -1.04901 -0.07270
O -1.11180 -1.90672 2.88482
S -1.86555 -0.33232 -1.46054
Cl -1.18952 0.31869 3.81025
Cl -1.59628 -2.70004 0.28348
H 1.66280 1.86633 0.62659
H 2.29503 -0.05692 -0.82571
H -0.60910 1.97167 1.67553
H 0.89383 -1.99849 -0.81173
H -2.33651 0.19307 0.96876
H -1.77594 -1.31176 -2.20020
```

Calculated values
- orbital gap (eV) = 9.12
- energy relative to the best compared isomer or geometry (same formula, charge and spin) (kcal per mole) = 31.8
- total energy (eV) = -45281.8650
- E_HOMO (Ha) = -0.333
- LUMO level (eV) = 0.06
- SMILES = O=C(Cl)[C@H]1C=CC=C[C@@]1(S)Cl